145
Properties=species:S:1:pos:R:3:forces:R:3:mulliken_charge:R:1 method="wB97M-V/def2-TZVPD" e_homo_ev=-7.4 gap_ev=6.69
I 3.39772 3.74229 -4.58101 1.1 -0.5 0.4 0.059
Cl -6.46704 -6.46959 6.51790 0.0 0.1 0.1 -0.179
Cl -2.82749 -8.62970 1.05866 0.0 -0.1 0.0 -0.192
Cl -4.27499 -3.58574 3.39635 -0.1 -0.2 0.1 -0.168
Cl -0.18545 -5.01234 -3.94020 0.0 -0.6 -0.4 -0.077
Cl -1.33306 1.79267 3.89880 0.0 0.0 0.1 -0.146
Cl -4.15278 4.98948 0.75289 -0.2 0.0 0.2 -0.120
Cl -8.81688 12.44214 0.79790 0.0 0.0 -0.2 -0.138
Cl 0.81236 -2.13132 -5.37307 0.3 0.0 -0.4 -0.117
Cl 3.19951 -0.46858 -5.11539 0.1 0.0 0.0 -0.068
Cl -2.86006 7.59572 1.00014 -0.1 0.1 0.0 -0.163
Cl -7.39953 11.03488 3.90779 -0.1 0.1 0.0 -0.134
Cl -9.49030 -5.78627 3.57919 -0.1 0.0 0.0 -0.211
Cl -3.03082 -0.97548 3.77402 -0.2 0.0 0.0 -0.092
Cl -1.18654 4.68382 3.78458 0.0 0.2 0.0 -0.093
Cl -4.03697 -12.09228 6.93648 0.0 0.0 -0.1 -0.150
Cl -6.02362 -13.04440 8.84988 -0.1 0.0 0.0 -0.157
Cl -1.13209 -6.33754 0.39615 -0.4 -2.1 0.0 -0.130
Cl -7.70710 -9.08331 6.12715 -0.1 0.0 0.0 -0.155
Cl -2.80161 -4.09234 -4.84972 -0.1 -0.1 -0.1 -0.147
Cl -4.95565 8.48837 4.47341 0.3 0.0 0.3 -0.119
Cl 9.18672 -7.81996 -1.94396 0.0 0.0 -0.1 -0.152
Cl -7.79348 -3.49104 2.96307 -0.1 0.0 0.0 -0.160
Cl -8.87763 15.10894 1.98197 0.1 0.0 0.0 -0.148
Cl -7.73534 8.30980 2.90520 -0.4 -0.1 -0.2 -0.120
Cl 5.72364 -3.81640 -4.82544 0.0 0.0 0.0 -0.160
Cl 1.08058 -10.02084 -0.86916 0.3 -0.1 -0.1 -0.145
Cl -5.12370 5.58898 4.66512 -0.1 -0.1 0.0 -0.090
Cl -1.20877 -11.78850 -1.25383 0.0 -0.1 0.0 -0.140
Cl 7.21114 -8.54286 0.08057 -0.1 0.0 0.0 -0.161
Cl 8.09868 -4.48354 -3.26236 0.1 0.0 0.0 -0.128
S 7.43483 1.59604 0.60920 0.4 0.2 0.1 -0.208
N 8.88982 1.23477 -2.19458 -0.2 -1.1 -2.9 -0.161
N -1.28691 -2.38033 -1.59950 -0.8 -0.7 1.3 0.595
N 7.87592 0.49098 -4.96400 1.9 0.6 3.4 -0.629
C 0.10296 5.75189 -0.18349 0.8 -1.0 0.6 -0.540
C 7.53688 3.10773 -0.48574 0.4 -0.3 -0.7 -0.888
C 7.24868 1.36669 -4.08684 -2.1 1.5 0.1 0.476
C -1.64281 4.50960 -1.58452 -0.4 -1.7 1.4 -0.593
C -1.83750 3.30238 4.66735 -0.1 0.0 0.0 -0.208
C -1.17568 0.80893 -1.92270 0.1 0.8 -0.8 -0.247
C 0.54635 -11.69394 -1.07452 0.0 -0.2 0.0 -0.249
C -0.55661 4.32167 -0.42355 -0.1 1.3 -0.8 0.227
C -5.76069 -12.24513 7.29504 -0.1 0.1 -0.1 0.057
C -8.53033 9.85634 3.23566 -0.2 0.1 0.0 -0.092
C 9.02892 0.04318 -4.39177 0.1 -0.1 0.2 -0.457
C -1.16884 -8.06194 0.80767 0.0 -0.1 -0.2 0.038
C 5.22786 2.95537 -3.75618 2.3 -1.5 0.3 -0.806
C -0.39983 -3.42111 -1.22412 -1.6 0.0 3.2 -0.518
C -0.79048 -3.81181 0.13232 -0.4 1.9 -0.3 -0.757
C -1.50560 2.12644 -2.76251 -0.8 -0.3 1.5 -0.441
C -7.98822 -7.37075 6.46433 -0.2 0.1 0.1 0.202
C 9.13867 0.98860 0.94440 1.2 -0.7 0.0 -0.397
C -7.83128 -5.21577 3.34175 0.3 -0.1 0.0 0.275
C 5.95489 1.99458 -4.55733 -0.1 1.0 1.6 -0.375
C 7.46781 -7.87433 -1.53566 -0.2 0.1 -0.1 -0.125
C -4.55107 -1.87171 3.72885 -0.2 0.1 0.0 -0.375
C -2.33502 3.09066 -1.78066 0.2 0.3 -0.2 -0.854
C -1.82321 -5.49361 -4.39776 -0.1 -0.2 0.0 -0.295
C -0.44375 -0.31132 -2.77073 -0.3 -0.7 0.8 -0.485
C -7.98667 13.99683 0.93794 0.2 0.1 0.0 -0.263
C -1.30810 -1.65166 -2.89531 1.3 0.3 -0.1 0.279
C 3.48651 3.95844 -1.08661 -0.2 1.0 0.8 -0.751
C 9.25906 -0.60750 0.85173 0.1 0.3 0.1 -0.801
C 5.72243 3.39661 -2.37880 1.8 -1.9 -0.8 0.837
C 2.57427 -2.11611 -5.23150 0.1 -0.2 0.0 -0.338
C 6.95827 2.75645 -1.90982 -1.4 0.8 -0.9 -0.066
C 7.72913 1.75499 -2.74938 -0.9 0.6 0.2 0.157
C 9.53486 0.38039 -3.03429 -1.3 0.7 -0.5 -0.302
C -4.39755 6.72533 0.99473 -0.2 0.1 0.1 0.128
C -1.96091 -2.98638 0.63063 2.7 0.1 -4.9 -0.177
C -2.18745 -2.14846 -0.55061 -0.4 -1.0 2.8 -0.123
C 4.91490 4.45850 -1.58048 -0.3 0.0 -0.7 -0.904
C 1.69927 5.67320 -0.11126 -0.9 1.0 -0.7 -1.091
C 2.32698 5.01878 -1.41782 0.0 -0.3 0.3 0.032
C 7.00736 -3.19287 -3.78055 0.0 0.2 0.1 0.041
C -5.61612 7.12711 5.38227 -0.1 0.2 0.2 -0.372
H 9.52659 1.25898 1.96889 -0.8 0.1 -1.1 0.481
H 8.26554 -1.11375 0.73034 0.9 0.5 0.2 0.249
H -2.41703 5.23497 -1.18443 1.1 -0.6 -0.9 0.078
H -2.37873 2.61455 -0.75302 0.0 0.4 -1.1 0.401
H -3.02575 -1.41172 -0.51600 1.1 -0.5 -0.9 0.319
H 6.55674 -2.73807 -2.90203 0.0 -0.1 -0.1 0.248
H -5.18151 -1.45986 2.94481 0.1 -0.1 0.0 0.267
H -1.16616 4.82171 -2.55037 -0.4 0.1 0.9 0.372
H -5.04689 -1.77331 4.69103 0.1 -0.1 -0.1 0.374
H -5.01770 7.10979 0.18904 0.2 -0.1 0.0 0.323
H -2.29190 -5.99359 -3.55409 0.1 0.2 0.0 0.234
H 1.01497 -12.10618 -1.96415 -0.1 0.1 0.0 0.277
H -7.89669 14.43740 -0.05137 -0.1 -0.1 0.1 0.309
H -7.38372 -5.76698 2.51882 -0.1 0.1 0.0 0.307
H 2.03776 6.75364 -0.06811 -0.1 -1.2 0.1 0.302
H 3.22347 2.91778 -1.41054 0.3 1.0 0.0 0.473
H -7.26501 -5.38818 4.25266 -0.1 0.1 -0.1 -0.210
H -0.60110 -8.21830 1.72175 -0.1 0.1 0.0 0.318
H -5.25293 7.17485 6.40551 0.1 0.0 -0.2 0.334
H -0.11283 0.03077 -3.78801 -0.5 -0.1 0.9 0.502
H 5.56756 1.70292 -5.57167 0.5 0.3 1.2 0.526
H 9.76720 -0.98300 1.78906 -0.6 0.3 -1.1 0.296
H 3.53105 3.93732 0.04582 0.0 -0.3 -1.3 0.330
H 2.70385 5.87250 -2.04911 -0.2 -1.0 0.5 0.562
H -8.93506 10.24805 2.30749 0.2 0.0 0.1 0.066
H -2.47275 -3.03785 1.61765 0.5 0.2 -1.3 -0.122
H 0.84301 -12.26766 -0.20050 -0.1 0.1 0.0 0.270
H 2.03755 5.19839 0.84722 -0.4 0.1 -1.0 0.372
H -6.23302 -12.83276 6.51217 0.1 0.0 0.1 0.266
H -6.70160 7.18870 5.37269 0.1 0.0 -0.2 0.259
H -8.48655 -7.27780 7.42570 0.2 -0.1 0.0 0.286
H 6.95351 -8.49910 -2.26102 0.1 0.0 0.1 0.277
H -6.99915 13.83092 1.36061 -0.2 -0.1 0.1 0.242
H -3.40463 3.18066 -2.12671 1.1 0.0 0.2 0.381
H -2.15850 0.44987 -1.49155 1.1 0.2 -0.5 0.040
H -6.20323 -11.25205 7.32979 0.1 -0.1 0.1 -0.008
H 2.86058 -2.66197 -4.33632 -0.1 0.1 0.0 0.177
H -0.35623 -4.60879 0.80388 0.2 2.2 -1.3 0.403
H -0.54575 1.14428 -1.04897 -0.6 -0.5 -0.8 0.099
H 9.84714 1.41933 0.19173 -0.8 -0.2 0.6 0.223
H 9.65783 -0.65770 -5.01042 -0.8 0.8 0.7 0.399
H 7.06691 -6.86444 -1.56729 0.1 -0.1 0.1 0.156
H 10.50161 -0.06524 -2.68259 -1.1 0.4 -0.4 0.421
H 4.74700 5.33104 -2.28543 0.2 -1.0 0.7 0.500
H -2.92312 3.35889 4.66107 0.1 0.0 -0.1 0.087
H 8.60372 3.47596 -0.56209 -1.1 -0.6 0.1 0.451
H -0.25849 6.13929 0.80973 0.3 -0.2 -1.1 0.140
H -2.35739 -1.45246 -3.23893 0.9 -0.2 0.5 0.283
H -9.33358 9.69315 3.94934 0.2 0.0 0.0 0.289
H -0.80073 -2.33623 -3.63511 -0.9 0.8 0.9 -0.792
H -0.23859 6.45782 -0.99491 0.5 -0.6 0.8 0.363
H 9.88980 -0.90588 -0.02809 -0.6 0.3 0.8 0.134
H -0.57041 2.65199 -3.12106 -1.0 -0.7 0.2 0.191
H 0.48775 -0.60774 -2.20682 -0.8 0.2 -0.7 0.190
H 6.95339 3.90270 0.03819 0.5 -0.8 -0.7 0.187
H -1.03285 3.99178 0.53734 0.2 0.1 -1.0 0.327
H -4.89391 6.88100 1.94965 0.2 -0.1 0.0 -0.186
H 7.57734 -2.44848 -4.33009 -0.1 -0.1 0.0 0.010
H 3.00298 -2.59446 -6.10814 -0.1 0.1 0.0 0.390
H -8.61826 -6.95708 5.67876 0.2 -0.1 0.1 -0.157
H 1.55155 4.49123 -2.04826 0.6 0.7 0.8 -0.103
H -2.18984 1.84233 -3.60525 0.9 0.3 0.4 0.342
H 0.20437 3.53734 -0.72441 -0.8 0.9 0.3 -0.211
H -0.72219 -8.62908 -0.00601 -0.3 0.2 0.2 -0.127
H -1.76669 -6.17167 -5.24516 0.1 0.2 0.0 0.338
H -1.47245 3.32371 5.69084 0.1 0.0 -0.2 0.348
H 0.41287 -3.85395 -1.85365 -1.1 0.9 0.8 0.448
H 5.44771 4.88683 -0.69421 -0.2 -0.6 -1.0 0.324